1.
Density functional theory data (ωB97M-V/def2-TZVPD) for a cluster of 8 separate species, C27H44Cl21N6O2S2 in total in a non-equilibrium geometry.

XYZ file:
```
102
Properties=species:S:1:pos:R:3:forces:R:3
C 0.14282 2.15032 3.21667 0.07 0.04 0.67
C 1.72999 2.49343 3.19704 -0.76 0.34 -0.34
C 2.38724 2.15981 1.76551 -0.94 1.25 0.73
N 2.94096 0.74267 1.70564 -0.95 0.31 -2.37
C 2.10363 0.03800 0.68715 0.86 -0.06 0.95
N 2.46735 0.29791 -0.63296 -1.72 -1.15 2.78
N 1.72387 -0.27164 -1.58160 -3.02 -1.38 3.69
O 2.07419 0.01426 -2.86583 0.52 -1.29 0.85
C 3.38826 -0.65973 -3.03541 1.41 -1.60 -0.42
C 3.61509 -1.21696 -4.54261 -0.83 1.29 0.62
N 5.02205 -0.91960 -4.94009 -0.64 -0.99 1.01
C 5.94144 -2.02753 -4.52986 1.33 -0.13 -0.76
C 7.19734 -1.57784 -3.65363 0.73 -0.70 1.74
C 6.82712 -0.98776 -2.20613 -0.17 -0.09 -0.23
O 8.06800 -0.62396 -4.30438 -0.75 -0.25 0.06
C 0.62751 -1.09093 -1.23156 -1.50 -1.16 -1.45
C -0.23203 -1.69415 -2.46483 0.02 -1.14 1.25
C -1.73001 -1.10750 -2.53087 0.06 0.60 -0.76
C -1.78568 0.42943 -2.08303 -1.27 0.08 -1.26
C -3.30175 0.99510 -2.23033 1.44 -0.05 1.34
N -4.09713 0.34750 -1.10508 0.51 0.87 0.09
C 0.12178 -1.51026 0.16041 3.47 2.95 1.09
C -1.12579 -2.44212 0.46537 -0.44 1.03 1.38
S -0.86146 -4.23900 0.08619 -0.54 0.09 -0.91
C -2.61658 -4.92446 0.09057 -1.22 0.74 0.86
C -3.07003 -4.99181 1.63820 0.74 -0.20 0.27
C 0.98788 -0.84875 1.30185 -1.16 -0.69 -4.89
N 0.72836 -1.06380 2.72489 4.54 -2.49 -0.49
C 1.73991 -1.73506 3.22694 0.81 0.81 -0.98
S 3.15727 -2.47674 3.67363 -4.47 2.05 -0.98
H -0.03304 1.38132 4.05457 -0.02 0.99 -1.56
H -0.50369 3.05742 3.48779 1.10 -1.24 -0.43
H -0.24356 1.77671 2.20420 0.59 0.30 1.47
H 1.83353 3.61401 3.39650 0.04 -1.50 -0.29
H 2.21549 1.93704 4.06846 -0.35 0.75 -1.46
H 1.53920 2.28472 0.99103 1.37 -0.12 1.09
H 3.18043 2.93890 1.46906 -0.99 -1.41 0.60
H 3.89959 0.86092 1.32057 -0.92 -0.51 0.20
H 3.44977 -1.57693 -2.33683 -0.38 1.51 -0.88
H 4.20904 0.05129 -2.69808 -1.29 -0.95 -0.73
H 3.36657 -2.33710 -4.56985 0.65 1.67 -0.03
H 2.83382 -0.70859 -5.22342 1.36 -0.59 0.90
H 5.34909 -0.02571 -4.53166 -0.40 -0.74 -0.44
H 5.38201 -2.87579 -3.98378 0.94 1.36 -0.64
H 6.36639 -2.47697 -5.50425 -0.54 0.49 1.56
H 7.82830 -2.53066 -3.47069 -1.14 1.19 -0.31
H 6.36874 0.05956 -2.33296 0.52 -1.69 0.32
H 6.13108 -1.71959 -1.66889 0.73 1.15 -0.67
H 7.74235 -0.85918 -1.52215 -1.15 -0.28 -1.23
H 8.69273 -0.25129 -3.64968 -0.63 -0.45 -0.42
H -0.34561 -2.81617 -2.20345 0.35 1.69 -0.40
H 0.32192 -1.66191 -3.45528 -0.68 0.42 1.41
H -2.50794 -1.77499 -2.00060 1.43 1.10 -0.65
H -2.03797 -1.13094 -3.64410 0.48 0.01 1.74
H -1.48423 0.61764 -0.99988 -0.15 -0.29 -1.41
H -1.13367 1.01650 -2.81566 -0.55 -0.73 1.18
H -3.25125 2.12258 -2.00462 -0.15 -1.81 -0.83
H -3.73884 0.76803 -3.25819 0.54 0.36 1.41
H -3.43136 -0.16324 -0.49272 -0.66 0.41 -0.55
H -4.41739 1.13301 -0.50980 0.05 -0.77 -0.42
H -2.10423 -2.05676 -0.00418 1.71 -0.51 0.41
H -1.30129 -2.37317 1.61435 0.54 0.05 -2.01
H -3.32714 -4.22977 -0.49528 1.25 -0.98 0.79
H -2.67689 -5.94493 -0.41835 0.63 1.46 0.74
H -3.65314 -4.06961 1.98592 0.65 -1.41 -0.68
H -3.62361 -5.95845 1.89212 0.51 1.50 -0.46
H -2.09975 -4.99982 2.25635 -1.52 -0.11 -0.79
C 6.34398 3.22804 -3.22075 0.31 0.09 -0.26
Cl 7.80106 2.93173 -2.26231 -0.17 0.04 -0.04
Cl 6.60610 2.77380 -4.90883 -0.09 0.04 0.24
Cl 4.96596 2.34142 -2.54672 -0.07 0.34 0.07
H 6.11834 4.29201 -3.18211 0.00 -0.22 0.04
C -7.08681 -1.33936 0.50653 -0.18 0.10 -0.16
Cl -5.84893 -2.30808 1.32158 -0.08 -0.05 -0.27
Cl -8.02611 -2.34178 -0.60750 0.12 0.10 0.10
Cl -8.14733 -0.56467 1.69170 0.13 -0.08 -0.07
H -6.58806 -0.56124 -0.06924 0.00 -0.20 0.08
C -3.91406 -0.15199 4.04094 -0.44 0.06 0.10
Cl -4.15778 1.55683 3.65483 0.10 -0.21 0.00
Cl -5.46166 -0.94013 4.37527 0.29 0.12 0.16
Cl -3.06933 -0.97612 2.71710 0.14 0.14 0.11
H -3.29640 -0.21656 4.93583 -0.25 -0.05 -0.42
C -7.58402 -4.37865 3.78583 -0.17 -0.04 0.00
Cl -7.94205 -3.41963 5.22855 0.05 -0.02 -0.14
Cl -6.02008 -5.19054 3.95146 -0.05 0.11 -0.05
Cl -8.86824 -5.55750 3.48728 0.14 0.14 0.00
H -7.53136 -3.70597 2.93221 0.01 -0.13 0.18
C 2.84994 6.28980 0.40195 0.00 0.25 0.03
Cl 1.72275 7.20188 -0.61036 0.08 -0.15 0.13
Cl 3.55308 4.94299 -0.50791 -0.03 -0.01 0.01
Cl 4.12129 7.34801 1.02724 -0.15 -0.16 -0.03
H 2.29826 5.88126 1.24640 0.11 0.06 -0.17
C -5.11775 5.08610 -1.56584 0.08 0.09 0.03
Cl -4.11914 6.26592 -0.70642 -0.13 -0.11 -0.10
Cl -4.20253 4.33778 -2.88246 -0.17 0.26 0.00
Cl -5.72222 3.85208 -0.44948 0.00 0.05 -0.06
H -5.97114 5.60727 -1.99492 0.16 -0.13 0.09
C -2.03951 2.68629 7.11885 -0.19 0.25 0.12
Cl -2.07829 1.04890 6.44241 0.34 0.14 0.33
Cl -1.94380 3.89263 5.82880 0.02 -0.08 0.15
Cl -3.45999 2.97223 8.13118 0.22 -0.07 -0.13
H -1.15123 2.77835 7.74045 -0.16 -0.07 -0.15
```
Positions in Å, forces in eV/Å.

Output
Total energy   -326373.256 eV
Charge   +1
Gap between HOMO and LUMO   6.684 eV

***

2.
Density functional theory data (ωB97M-V/def2-TZVPD) for a structure of composition C10H28ClINOP2Re in a non-equilibrium geometry.

XYZ file:
```
45
Properties=species:S:1:pos:R:3:forces:R:3
C -1.07269 0.98516 -1.46766 -0.49 0.31 -0.46
I 0.44403 -2.14677 1.50909 -0.18 -0.36 0.15
H -2.00327 0.88039 -2.05914 0.04 -0.26 0.19
H -0.25454 1.06134 -2.18656 0.14 -0.13 0.28
H -1.16527 1.92567 -0.92025 0.21 -0.15 0.17
Re -1.09447 -0.69433 -0.25621 -0.37 0.74 -1.03
P 0.11957 -1.80552 -1.94185 1.67 -1.89 -2.58
C 1.90770 -1.53777 -2.09519 0.03 0.35 0.21
C -0.04357 -3.61471 -1.80113 -0.18 -0.04 0.30
H 0.24869 -4.06190 -2.76371 -0.04 0.08 0.37
H -0.08572 -2.21940 -4.31045 -0.07 0.18 0.21
H -1.08351 -3.87978 -1.57191 0.24 -0.08 -0.16
H -1.64118 -1.65120 -3.61694 0.26 -0.02 -0.09
H 2.41641 -1.80626 -1.16478 -0.01 -0.03 -0.12
H 0.60633 -3.98444 -0.99880 -0.08 -0.09 -0.26
C -0.55291 -1.50521 -3.61863 -0.26 0.43 0.24
H 2.30233 -2.15666 -2.91009 -0.16 0.04 0.15
H -0.32930 -0.48023 -3.93540 -0.05 -0.23 -0.06
H 2.12298 -0.48803 -2.31566 -0.05 -0.12 0.00
P -2.10660 0.51052 1.48428 -1.74 1.73 2.92
C -1.16413 1.62319 2.56988 0.38 0.09 -0.25
C -3.50156 1.52990 0.87558 0.17 -0.08 -0.50
H -3.43340 -1.42233 2.09141 -0.03 0.16 0.24
H -3.63243 -0.07562 3.26157 0.26 -0.17 -0.15
H -2.15288 -1.09794 3.28952 -0.22 0.08 0.00
C -2.91061 -0.63478 2.64719 0.05 -0.35 -0.09
H -4.14455 0.92872 0.22000 0.05 0.18 0.20
H -4.08412 1.88956 1.73469 0.21 -0.13 -0.15
H -1.83792 2.12141 3.27892 0.03 -0.22 -0.18
H -0.65165 2.39371 1.98646 -0.09 -0.04 0.03
H -3.11878 2.38555 0.30769 -0.15 -0.10 0.13
H -0.41183 1.06614 3.13599 -0.13 0.02 0.02
Cl -2.99959 -1.72497 -0.79249 1.14 0.48 0.39
C 3.09378 2.19244 -0.16167 0.19 0.29 -0.29
N 2.82404 1.38404 1.02777 -2.44 -1.36 -0.32
C 3.74604 1.40428 2.16614 0.12 -0.23 0.79
C 1.71085 0.63886 1.08542 2.62 1.14 0.91
O 0.86176 0.56923 0.15822 -1.13 -0.76 -0.47
H 4.02487 2.72887 0.04004 -0.28 -0.03 -0.32
H 2.28016 2.90868 -0.34228 0.26 -0.19 0.12
H 3.21371 1.55803 -1.05138 0.02 0.16 0.31
H 3.22067 1.75170 3.07193 0.34 0.04 -0.39
H 4.12727 0.38887 2.36267 0.05 0.46 -0.17
H 4.57083 2.08219 1.92433 -0.22 -0.29 0.23
H 1.63446 0.07937 2.05338 -0.12 0.38 -0.51
```
Positions in Å, forces in eV/Å.

Output
<S²>   3.770
Total energy   -55663.505 eV
Charge   +3
Gap between HOMO and LUMO (alpha / beta)   6.216 / 4.518 eV
Spin multiplicity   4

***

3.
Density functional theory data (ωB97M-V/def2-TZVPD) for a structure of composition C35H33N9O4S2Sc in a non-equilibrium geometry.

XYZ file:
```
84
Properties=species:S:1:pos:R:3:forces:R:3
Sc -0.61186 -0.30694 0.58008 0.69 0.13 0.97
C 1.91308 -0.34375 2.94493 -0.03 -0.13 0.05
C 2.60154 0.09497 1.65148 -0.05 0.00 -0.05
C 2.64230 -0.96544 0.59446 -0.05 -0.04 -0.01
C 3.82691 -1.59216 0.23447 0.05 0.00 0.04
C 3.80587 -2.61603 -0.69586 0.05 -0.04 -0.03
C 2.58976 -3.00347 -1.23599 0.03 -0.04 -0.03
C 1.45329 -2.32777 -0.84588 -0.04 0.03 0.05
N 1.46751 -1.31808 0.03892 -0.02 0.15 -0.05
N 0.58714 -0.99390 2.73675 -0.09 0.13 -0.11
C -0.33673 -0.69547 3.85550 0.08 -0.08 0.03
C -1.35615 0.37129 3.57934 0.01 -0.03 -0.14
C -1.75236 1.26580 4.55621 0.00 0.00 0.10
C -2.80496 2.12584 4.29602 -0.04 0.05 0.03
C -3.44115 2.06349 3.06564 -0.03 0.06 0.06
C -2.96880 1.16512 2.13318 0.04 -0.14 0.00
N -1.94227 0.33928 2.37553 -0.11 0.13 -0.27
C 0.77951 -2.45525 2.69450 -0.06 0.02 0.01
C -0.45625 -3.15876 2.20661 -0.05 0.04 0.00
C -0.72771 -4.47047 2.56381 0.01 -0.05 0.04
C -1.87833 -5.07030 2.08509 -0.03 -0.05 0.01
C -2.72965 -4.33963 1.26817 -0.01 -0.08 0.03
C -2.38445 -3.04366 0.95308 0.06 0.05 0.02
N -1.27000 -2.45902 1.41341 0.00 0.10 -0.23
H 1.77424 0.54253 3.55482 -0.03 0.03 -0.04
H 2.55390 -1.04387 3.49261 0.03 0.03 0.03
H 3.61132 0.41879 1.90030 0.03 -0.04 0.00
H 2.07934 0.96413 1.25824 -0.01 0.02 0.00
H 4.75403 -1.27365 0.69286 -0.02 -0.01 -0.02
H 4.72340 -3.10987 -0.98916 -0.01 0.01 0.01
H 2.51533 -3.80884 -1.95392 0.01 0.01 0.01
H 0.48266 -2.59285 -1.24213 -0.02 0.00 0.01
H 0.21819 -0.47100 4.76848 0.02 0.05 0.01
H -0.91397 -1.60050 4.05717 -0.02 -0.02 0.07
H -1.23500 1.28496 5.50609 -0.02 0.01 -0.02
H -3.12846 2.83575 5.04628 0.01 -0.01 -0.01
H -4.27291 2.70954 2.82240 0.01 -0.01 0.02
H -3.41290 1.10205 1.14694 0.02 -0.02 -0.02
H 1.05045 -2.83160 3.68757 0.01 -0.01 0.03
H 1.61346 -2.68950 2.03576 0.02 -0.02 -0.01
H -0.04699 -5.00240 3.21627 -0.02 0.00 -0.02
H -2.11453 -6.09250 2.35178 0.01 0.02 0.00
H -3.64394 -4.76373 0.87793 0.02 -0.01 0.01
H -3.00093 -2.44464 0.29690 0.02 0.02 0.00
S 0.17665 0.02748 -2.74705 -0.51 0.31 -0.26
C 0.75757 -1.06546 -3.96661 0.06 -0.43 0.18
C 1.92899 -0.87830 -4.67450 0.11 0.00 0.01
C 2.31577 -1.82188 -5.62122 0.25 0.00 -0.12
C 3.54814 -1.62052 -6.34628 -0.25 -0.04 0.02
N 4.52386 -1.43989 -6.92476 -0.03 -0.01 0.08
C 1.52101 -2.95009 -5.85181 0.05 -0.19 -0.16
C 0.33876 -3.13154 -5.13771 0.06 -0.06 -0.02
C -0.03453 -2.19304 -4.19314 -0.06 -0.03 0.08
S -1.50897 -2.29290 -3.24658 0.08 0.30 -0.36
C 1.90999 -3.94086 -6.82697 -0.04 0.21 0.08
N 2.20713 -4.73111 -7.60569 -0.02 0.01 0.08
H 2.55390 -0.01100 -4.50482 -0.02 -0.01 0.00
H -0.27239 -4.00313 -5.33520 0.03 0.03 0.02
O -1.29507 -1.20747 -0.96733 0.02 -0.07 -0.76
N -1.32131 -0.80916 -2.33231 -0.14 -0.15 0.57
C -3.15069 4.22292 0.04480 0.00 0.00 0.05
C -2.03190 4.20856 -0.98611 -0.01 0.01 -0.06
C -0.65529 3.82854 -0.42597 0.06 -0.02 0.10
C 0.46105 4.01181 -1.51414 -0.04 -0.02 0.00
C 0.04839 3.63491 -2.93534 0.00 0.00 0.03
C -0.28973 4.79020 0.69793 -0.02 0.13 -0.01
O -0.44719 5.98087 0.59384 0.02 -0.02 0.05
N 0.27020 4.24501 1.83666 0.00 -0.07 -0.19
C 0.50589 2.89957 2.07553 -0.18 -0.01 -0.01
O 1.05488 2.55857 3.10384 0.02 -0.03 -0.01
N 0.04474 1.99745 1.13724 0.23 -0.10 0.11
C -0.60222 2.40167 0.05478 -0.20 -0.27 -0.15
O -1.15697 1.46784 -0.60601 0.03 0.14 0.06
H -4.08497 4.54577 -0.41410 0.02 0.00 -0.01
H -2.93707 4.90761 0.86833 0.00 -0.02 -0.02
H -3.31705 3.22556 0.45429 0.01 0.02 0.00
H -1.92778 5.19533 -1.43637 -0.02 0.03 0.01
H -2.27445 3.50563 -1.78131 0.00 0.00 -0.01
H 1.34935 3.45018 -1.20933 -0.02 -0.03 0.02
H 0.73700 5.06611 -1.48560 0.02 0.02 -0.04
H -0.46993 2.67807 -2.98326 0.04 0.04 0.03
H 0.93478 3.56497 -3.56748 0.00 0.02 0.02
H -0.60036 4.39465 -3.37006 -0.01 -0.03 0.02
H 0.57692 4.88860 2.55317 0.00 0.01 0.00
```
Positions in Å, forces in eV/Å.

Output
Total energy   -100802.010 eV
Charge   +1
Gap between HOMO and LUMO   7.605 eV

***

4.
Density functional theory data (ωB97M-V/def2-TZVPD) for the molecule C2H4ClN2P in a non-equilibrium geometry.

XYZ file:
```
10
Properties=species:S:1:pos:R:3:forces:R:3
H 1.93365 2.10459 -0.15091 0.80 -0.16 0.14
N 1.10701 1.54310 -0.15336 -2.26 -0.75 -0.59
C 1.21297 0.28793 -0.06875 2.57 0.15 2.21
C 0.12796 -0.77683 -0.01024 1.16 0.18 -1.00
N -1.21735 -0.42531 -0.09552 0.79 -0.11 -0.76
P -2.18613 0.68206 0.22686 -0.16 0.38 -0.05
Cl -3.84758 -0.46286 -0.06871 -1.57 0.11 -0.01
H 2.26002 -0.14242 0.21067 -1.50 0.19 -0.87
H 0.51688 -1.47582 -0.81199 -1.02 0.21 0.65
H 0.09256 -1.33444 0.92195 1.18 -0.20 0.27
```
Positions in Å, forces in eV/Å.

Output
Total energy   -26929.167 eV
Gap between HOMO and LUMO   9.024 eV
SMILES string   [H]/N=C/C/N=P/Cl